C5H11NO | ωB97M-V/def2-TZVPD

## Properties
- ΔE to the lowest compared entry with this formula, charge and spin: 1.5557 eV
- Structure (SMILES): [H]/N=C(\C)[C@@H](C)CO
- Gap between HOMO and LUMO: 10.08 eV
- Largest force on an atom: 0.053 Eh/bohr

XYZ file:
```
18
Properties=species:S:1:pos:R:3:forces:R:3:mulliken_charge:R:1
O -1.548131 1.326428 -0.636618 0.70 0.19 0.12 -0.546
N 1.119747 -0.742274 -1.704947 -0.12 -1.34 0.31 -0.735
C -1.543886 -0.076989 -0.604579 -0.84 -1.85 0.56 -0.768
C -0.455920 -0.592140 1.644759 0.15 -0.06 -0.14 -1.588
C -0.347212 -0.842399 0.152437 -1.45 2.00 -1.21 0.688
C 1.551987 0.905303 0.067355 0.45 -0.17 0.07 -1.233
C 0.818630 -0.241672 -0.575868 1.59 -0.30 0.04 0.283
H -0.894975 1.615745 -1.283848 -0.07 0.04 -0.03 0.356
H -2.458776 -0.333720 -0.064731 -0.05 -0.05 -0.04 0.412
H 2.385205 1.232756 -0.553636 -0.09 0.03 -0.11 0.414
H 0.877469 1.741168 0.241833 -0.08 0.05 0.03 0.292
H 0.410730 -0.990288 2.167986 0.02 -0.01 0.19 0.351
H -0.397947 -1.905742 -0.091469 -0.13 0.21 -0.09 0.417
H -1.352859 -1.079412 2.025826 0.03 -0.09 0.04 0.426
H 1.966159 0.623226 1.034113 -0.08 -0.05 0.16 0.307
H 2.057973 -0.604339 -2.074609 -0.30 1.16 0.00 0.257
H -1.635020 -0.503660 -1.610202 0.20 0.13 0.08 0.347
H -0.553174 0.468008 1.866199 0.08 0.11 0.01 0.319
```
Forces are in eV/Å.

***

C5H11NO | ωB97M-V/def2-TZVPD

## Properties
- ΔE to the lowest compared entry with this formula, charge and spin: 0.1978 eV
- Structure (SMILES): CCCNC(C)=O
- Gap between HOMO and LUMO: 10.50 eV
- Largest force on an atom: 0.008 Eh/bohr

XYZ file:
```
18
Properties=species:S:1:pos:R:3:forces:R:3:mulliken_charge:R:1
O 1.200956 1.729337 0.309202 0.12 -0.40 0.04 -0.610
N 0.832589 -0.422098 0.939616 0.07 0.01 -0.15 -0.230
C 1.581369 0.571545 0.363583 0.01 0.08 -0.08 0.692
C 2.857889 0.111030 -0.316650 0.10 0.01 0.02 -1.048
C -1.173814 -0.107952 -0.448281 0.02 0.04 -0.02 -0.186
C -0.624563 -0.312658 0.970558 -0.17 0.03 0.06 -0.675
C -2.680905 0.128843 -0.541501 -0.05 0.03 0.00 -1.310
H -2.980838 1.035641 -0.004136 0.09 -0.13 -0.04 0.337
H -3.279446 -0.704157 -0.150232 0.21 0.10 -0.02 0.330
H 2.628803 0.062963 -1.387670 0.05 0.01 0.14 0.239
H -1.008751 -1.238633 1.416359 0.03 0.18 -0.09 0.383
H 3.663669 0.834608 -0.185016 -0.16 -0.04 0.06 0.305
H 1.218603 -1.352986 0.920306 -0.07 0.12 -0.14 0.268
H -0.918656 0.508675 1.632803 0.06 -0.04 -0.17 0.271
H -0.648874 0.760952 -0.875594 -0.21 -0.32 0.08 0.339
H -0.901802 -0.990689 -1.047495 -0.03 0.20 0.10 0.221
H -2.960894 0.266994 -1.591619 -0.01 -0.02 0.17 0.343
H 3.194662 -0.881408 -0.004240 -0.06 0.14 0.05 0.331
```
Forces are in eV/Å.

***

C5H11NO | ωB97M-V/def2-TZVPD

## Properties
- ΔE to the lowest compared entry with this formula, charge and spin: 4.7982 eV
- Gap between HOMO and LUMO: 9.13 eV
- Largest force on an atom: 0.135 Eh/bohr

XYZ file:
```
18
Properties=species:S:1:pos:R:3:forces:R:3:mulliken_charge:R:1
O 2.506479 -1.005802 0.292972 0.38 1.60 0.16 -0.755
N 1.332039 1.164924 -0.870900 -0.02 -0.28 0.46 -0.385
C 0.294778 -0.639993 0.370921 -5.31 4.39 0.77 0.472
C 1.240718 0.388955 0.276243 4.20 -2.99 -1.14 -0.220
C -0.115818 -1.878698 0.325504 0.61 -0.19 -0.23 -0.735
C -1.013797 0.667915 0.700582 0.32 -2.59 0.05 -0.683
C -2.107019 0.532799 -0.332514 -0.14 0.11 0.11 -0.972
H -1.297413 0.348294 1.702014 -0.38 0.08 0.02 0.382
H 0.604260 -2.672909 0.200518 -0.01 -0.11 -0.01 0.342
H -0.693017 1.706169 0.776641 0.61 -0.26 -0.22 0.349
H -2.898746 1.267469 -0.162352 -0.02 -0.01 -0.04 0.327
H -2.571992 -0.452748 -0.304329 0.04 0.00 -0.08 0.299
H 1.541820 0.870408 1.201024 -0.03 -0.04 -0.13 0.350
H -1.701994 0.706254 -1.331901 -0.07 -0.03 -0.01 0.251
H 1.258069 0.637230 -1.730052 -0.08 0.03 0.10 0.261
H 2.131903 1.780173 -0.877393 -0.04 -0.03 0.05 0.241
H 2.658563 -1.300677 -0.614464 -0.04 0.30 -0.01 0.238
H -1.168831 -2.119764 0.377486 -0.02 0.04 0.17 0.239
```
Forces are in eV/Å.

***

C5H11NO | ωB97M-V/def2-TZVPD

## Properties
- ΔE to the lowest compared entry with this formula, charge and spin: 3.2774 eV
- Structure (SMILES): CCN(C)CC=O
- Gap between HOMO and LUMO: 8.94 eV
- Largest force on an atom: 0.098 Eh/bohr

XYZ file:
```
18
Properties=species:S:1:pos:R:3:forces:R:3:mulliken_charge:R:1
O -2.462292 -0.956109 -1.834587 4.17 -0.78 0.46 -0.477
N -0.113014 0.298990 0.168344 -2.33 1.97 0.28 0.296
C -0.504874 0.390915 -1.193341 -0.64 0.03 -2.26 -0.790
C 1.179539 -1.290678 1.245070 0.39 -1.86 0.01 -1.192
C -0.739383 1.357565 0.974152 -0.80 1.41 -0.44 -1.082
C 1.221888 -0.030563 0.446872 1.09 -1.56 0.12 -0.607
C -1.204451 -0.904638 -1.822710 -3.65 3.12 -1.51 0.014
H 1.786739 -0.237621 -0.452818 0.02 0.09 -0.47 0.334
H -1.754123 1.569906 0.527095 0.84 -0.65 0.83 0.369
H -0.603895 -1.365970 -2.664129 -0.40 -0.60 1.08 0.284
H -0.239931 2.353626 0.785874 0.03 -0.76 0.51 0.361
H 0.702215 -1.973586 0.563553 -0.06 -0.87 -0.22 0.276
H 2.132150 -1.765891 1.572209 -0.50 0.66 -0.11 0.369
H -1.111157 1.315185 -1.545118 0.01 -1.60 1.41 0.433
H -0.855777 1.207160 2.088400 0.40 -0.27 -1.32 0.255
H 0.308290 0.627942 -1.884523 0.88 -0.63 0.17 0.393
H 0.451997 -1.244920 2.038285 0.09 0.33 0.70 0.312
H 1.806078 0.648686 0.987371 0.49 1.97 0.76 0.452
```
Forces are in eV/Å.

***

C5H11NO | ωB97M-V/def2-TZVPD

## Properties
- ΔE to the lowest compared entry with this formula, charge and spin: 3.4885 eV
- Structure (SMILES): CC#CN.COC
- Gap between HOMO and LUMO: 9.05 eV
- Largest force on an atom: 0.029 Eh/bohr

XYZ file:
```
18
Properties=species:S:1:pos:R:3:forces:R:3:mulliken_charge:R:1
O 0.818458 -0.541510 -1.268795 0.91 -0.85 -0.12 -0.309
N 1.706427 1.244148 1.032222 0.69 -0.24 -0.08 -0.578
C -0.548190 -0.804279 -1.501479 0.15 -0.08 0.03 -0.707
C -0.823115 1.116296 1.349783 1.21 0.51 0.68 -0.257
C 0.387142 1.130796 1.299143 -1.23 0.34 -0.73 0.678
C 1.613291 -1.752892 -1.218800 -0.84 0.77 -0.29 -0.708
C -2.195716 1.317929 1.787195 -0.48 -0.50 -0.04 -1.191
H 1.961828 0.728635 0.194586 -0.12 0.03 0.12 0.285
H -2.909647 1.103038 0.989614 -0.03 0.03 0.03 0.286
H -1.039785 0.160266 -1.611421 -0.08 -0.07 0.24 0.219
H -2.360458 2.345805 2.112889 0.11 0.00 -0.06 0.275
H 2.659283 -1.462699 -1.168440 -0.01 0.07 0.12 0.240
H -0.965307 -1.384895 -0.670857 -0.17 0.17 -0.01 0.298
H 1.338695 -2.365183 -0.354283 0.03 0.05 0.01 0.306
H -2.429111 0.660361 2.626826 -0.11 0.03 0.01 0.271
H 2.030826 2.202359 0.965882 -0.15 -0.15 0.10 0.247
H -0.704156 -1.366529 -2.428428 0.13 -0.07 -0.06 0.329
H 1.459536 -2.331646 -2.135638 0.00 -0.04 0.05 0.316
```
Forces are in eV/Å.

***

C5H11NO | ωB97M-V/def2-TZVPD

## Properties
- ΔE to the lowest compared entry with this formula, charge and spin: 1.8640 eV
- Structure (SMILES): CCC[C@H](N)C=O
- Gap between HOMO and LUMO: 10.24 eV
- Largest force on an atom: 0.056 Eh/bohr

XYZ file:
```
18
Properties=species:S:1:pos:R:3:forces:R:3:mulliken_charge:R:1
O -0.199672 -2.525029 -1.134139 -0.89 0.62 -0.46 -0.481
N 1.131432 -0.716240 1.052364 0.79 -0.20 -0.10 -0.612
C 0.434973 -1.495320 -1.120955 1.53 -1.87 1.55 -0.312
C -1.633681 1.678058 0.961771 -0.83 -0.65 -2.34 -1.208
C -0.220017 2.001763 0.489567 0.98 0.88 0.52 -0.416
C 0.416047 1.028799 -0.506341 -1.90 -0.94 -0.48 -0.968
C 0.239134 -0.417367 -0.061638 -0.28 -0.15 0.30 0.427
H 2.082212 -0.865645 0.719834 0.02 0.22 0.10 0.257
H -0.311776 2.961474 -0.025689 0.16 0.00 -0.04 0.354
H -1.851084 1.021834 1.793112 0.49 0.47 0.73 0.349
H -2.110344 1.095159 0.148123 0.14 0.12 -0.01 0.334
H -2.217406 2.593678 0.881805 -0.13 -0.01 1.00 0.329
H -0.751857 -0.628002 0.347418 -0.17 0.43 -0.34 0.304
H 1.473992 -1.637827 -1.508398 -0.11 1.00 -0.61 0.291
H 0.437496 2.221889 1.334807 0.03 -0.26 0.01 0.324
H 1.414581 1.211007 -0.891274 0.32 0.32 0.54 0.420
H -0.227257 1.111441 -1.391417 0.08 0.03 -0.22 0.341
H 0.885695 -1.562739 1.551470 -0.24 -0.02 -0.14 0.268
```
Forces are in eV/Å.

***

C5H11NO | ωB97M-V/def2-TZVPD

## Properties
- ΔE to the lowest compared entry with this formula, charge and spin: 3.2801 eV
- Structure (SMILES): C/C=N/C=O.[H][H].C=C
- Gap between HOMO and LUMO: 10.33 eV
- Largest force on an atom: 0.011 Eh/bohr

XYZ file:
```
18
Properties=species:S:1:pos:R:3:forces:R:3:mulliken_charge:R:1
O -1.901436 0.184874 -2.501892 0.17 0.33 0.21 -0.485
N -1.322697 0.927445 -0.376027 -0.16 -0.51 0.10 -0.497
C -1.328744 0.970427 -1.785542 -0.10 -0.19 -0.23 0.152
C 2.328133 -0.317468 -0.121198 -0.09 -0.23 -0.01 -0.557
C -1.316180 -0.243426 0.132258 -0.03 0.27 0.01 0.068
C 1.527405 -1.379098 -0.141446 0.20 0.13 0.00 -0.466
C -1.362449 -0.448233 1.615473 -0.02 -0.02 0.01 -1.009
H 1.135460 -1.777902 -1.077155 0.11 0.08 0.20 0.260
H -1.290325 -1.128009 -0.516489 0.01 0.15 0.06 0.502
H 2.724290 0.087976 0.809475 -0.10 -0.11 -0.20 0.264
H 1.235260 -1.893309 0.774982 0.09 0.12 -0.21 0.247
H -2.340604 -0.127009 1.989335 0.11 -0.03 -0.03 0.343
H 2.620297 0.191005 -1.039431 -0.07 -0.11 0.20 0.262
H -0.603440 0.170455 2.103769 -0.11 -0.06 -0.09 0.273
H -1.210786 -1.495360 1.892963 -0.02 0.19 -0.10 0.275
H -0.771369 1.836419 -2.183491 -0.07 -0.13 0.03 0.365
H 0.569044 2.173125 0.226732 0.11 0.05 0.01 -0.096
H 1.308139 2.268089 0.197685 -0.03 0.08 0.02 0.100
```
Forces are in eV/Å.

***

C5H11NO | ωB97M-V/def2-TZVPD

## Properties
- ΔE to the lowest compared entry with this formula, charge and spin: 3.5491 eV
- Structure (SMILES): C=N/C=C\CC.O
- Gap between HOMO and LUMO: 9.00 eV
- Largest force on an atom: 0.056 Eh/bohr

XYZ file:
```
18
Properties=species:S:1:pos:R:3:forces:R:3:mulliken_charge:R:1
O 1.322120 3.843983 -0.016496 -0.71 -0.32 0.29 -0.625
N -1.058518 -1.296132 -1.530272 1.52 -1.63 1.85 -0.287
C -0.556660 -2.216043 -2.258450 -0.74 0.15 -0.07 -0.237
C -1.091514 -0.760499 1.940867 -0.04 -0.16 0.41 -1.125
C -0.112497 -0.267090 -1.217922 -1.12 -0.44 -1.58 -0.131
C 0.249553 -0.258459 1.338016 -2.46 0.16 1.18 -0.359
C 0.148323 0.311137 -0.041874 1.24 -0.05 -0.75 -0.411
H 0.484218 -0.131747 -2.132000 -0.20 1.55 0.24 0.279
H 0.857957 -1.166070 1.470793 0.42 0.57 -0.80 0.249
H 0.622645 0.520941 2.005093 0.26 -0.13 -0.09 0.302
H 0.303427 -2.046130 -2.918869 0.35 -0.13 0.42 0.222
H 1.295625 4.643981 -0.537525 0.24 0.20 -0.17 0.309
H -1.544894 -1.466444 1.264008 -0.05 -0.47 -0.25 0.331
H 2.226419 3.554150 0.056624 0.47 0.10 -0.11 0.313
H 0.598218 1.287613 -0.191296 0.80 -0.22 0.17 0.257
H -1.000754 -3.216690 -2.260163 -0.31 0.42 -0.50 0.273
H -0.841248 -1.285193 2.873149 -0.30 0.07 -0.12 0.315
H -1.902421 -0.051309 2.156315 0.62 0.33 -0.10 0.325
```
Forces are in eV/Å.

***

Number 2 is which compound?
C5H11NO